Record 1
Below is an isolated ion of composition C7H14NO and charge +1 at a distorted geometry, with properties calculated with wB97M-V/def2-TZVPD.

The HOMO-LUMO gap (spin up / spin down) is 6.00 / 9.07 eV. The LUMO energy (spin up / spin down) comes out at -4.779 / -6.046 eV. Its net charge is +1. As for the spin multiplicity: 3.

Each line ends with the natural charge from an NBO analysis.
CARTESIAN COORDINATES (ANGSTROEM)
C 1.759 -0.430 1.067  0.082
C 2.525 1.716 0.130  0.548
C -2.277 -0.290 0.781  -0.605
C -1.638 1.677 -0.827  -0.617
C 1.542 -2.006 -0.726  -0.401
C -0.129 -0.314 -0.514  0.029
C -1.102 0.653 0.178  -0.298
N 1.009 -0.854 -0.044  -0.381
O 2.874 0.715 0.580  -0.407
H 1.095 0.182 1.751  0.231
H 2.369 -1.124 1.496  0.224
H 1.534 2.146 -0.179  0.192
H -2.467 -1.107 0.019  0.212
H -3.110 0.285 0.973  0.225
H -2.181 -0.875 1.728  0.231
H -2.127 1.203 -1.660  0.221
H -0.933 2.406 -1.197  0.213
H -2.480 2.430 -0.453  0.238
H 1.531 -1.946 -1.806  0.227
H 1.002 -2.823 -0.546  0.216
H 2.507 -2.191 -0.375  0.211
H -0.610 -0.801 -1.312  0.204
H -0.694 1.347 0.939  0.207



Record 2
Below is one molecule with the formula C7H14NO2PS at a distorted geometry, with properties calculated with wB97M-V/def2-TZVPD.

The SMILES is CP(C)(C)=NCCS[C@H]1OC1=O. The HOMO-LUMO gap is 9.10 eV. The LUMO energy comes out at 0.619 eV.

Each line ends with the natural charge from an NBO analysis.
CARTESIAN COORDINATES (ANGSTROEM)
C 2.540 -0.791 -0.082  -0.991
P 1.281 0.249 -0.723  1.799
C 1.610 1.915 0.079  -1.004
C 1.807 0.825 -2.488  -0.982
N 0.023 -0.598 -0.540  -1.114
C -1.337 -0.374 -1.070  -0.207
C -2.329 -1.055 -0.050  -0.568
S -3.158 0.220 0.859  0.262
C -2.523 -0.054 2.500  -0.201
O -3.255 -1.183 3.169  -0.453
C -1.996 -1.335 2.940  0.771
O -1.171 -2.152 3.014  -0.524
H 2.600 -1.561 -0.867  0.251
H 2.077 -1.052 0.889  0.270
H 3.512 -0.314 -0.057  0.234
H 2.223 1.797 0.989  0.236
H 0.747 2.445 0.460  0.242
H 2.114 2.628 -0.513  0.233
H 1.539 -0.027 -3.163  0.232
H 2.764 1.321 -2.665  0.241
H 1.085 1.564 -2.731  0.226
H -1.422 -0.792 -2.052  0.188
H -1.493 0.809 -0.907  0.175
H -3.014 -1.553 -0.662  0.218
H -1.737 -1.698 0.584  0.258
H -2.486 0.766 3.088  0.210



Record 3
Below is a 2-piece molecular cluster, C7H14NO3S overall, with properties calculated with wB97M-V/def2-TZVPD.

The HOMO-LUMO gap is 6.04 eV. The LUMO energy comes out at 2.964 eV. Its net charge is -1.

Each line ends with the natural charge from an NBO analysis.
CARTESIAN COORDINATES (ANGSTROEM)
N -0.741 -5.174 -2.960  -0.627
C -0.288 -4.037 -2.607  0.166
C -0.162 -3.666 -1.154  -0.608
C 0.840 -2.548 -0.942  0.824
O 2.027 -2.743 -0.980  -0.556
O 0.296 -1.321 -0.778  -0.547
C 0.097 -0.920 0.594  -0.245
S -1.655 -1.093 1.044  -0.059
H -0.775 -5.237 -3.976  0.330
H 0.007 -3.291 -3.353  0.158
H -1.144 -3.332 -0.802  0.261
H 0.116 -4.548 -0.573  0.247
H 0.728 -1.501 1.267  0.182
H 0.342 0.146 0.694  0.339
H -1.563 -2.069 1.956  0.099
C 0.405 4.109 -0.058  -0.631
C -0.168 3.196 1.049  0.140
C 0.169 3.838 2.413  -0.631
O 0.326 1.941 0.959  -0.982
H 1.494 4.156 0.027  0.184
H 0.153 3.705 -1.041  0.192
H 0.010 5.135 -0.002  0.162
H -1.284 3.276 0.952  0.066
H 1.254 3.880 2.544  0.184
H -0.254 3.238 3.221  0.192
H -0.229 4.861 2.506  0.162



Record 4
Below is a 2-piece molecular cluster, C7H14O overall at a distorted geometry, with properties calculated with wB97M-V/def2-TZVPD.

The HOMO-LUMO gap (spin up / spin down) is 2.53 / 6.87 eV. The LUMO energy (spin up / spin down) comes out at 3.432 / 3.385 eV. Its net charge is -1. As for the spin multiplicity: 2.

Each line ends with the natural charge from an NBO analysis.
CARTESIAN COORDINATES (ANGSTROEM)
C 0.489 -2.911 -2.800  -0.627
C 0.770 -2.385 -1.396  -0.445
C -0.385 -1.545 -0.876  -0.368
C -0.237 -0.447 -0.103  -0.338
C -1.372 0.448 0.273  -0.337
C -1.668 0.754 1.558  -0.377
C -2.246 2.080 2.020  -0.634
H 1.031 -3.851 -2.997  0.174
H -0.511 -3.342 -2.887  0.202
H 0.799 -2.115 -3.466  0.205
H 1.614 -1.710 -1.239  0.197
H 0.858 -3.207 -0.654  0.168
H -1.375 -1.745 -1.289  0.164
H 0.688 0.047 0.193  0.163
H -1.737 0.945 -0.631  0.151
H -1.332 0.067 2.332  0.167
H -1.537 2.616 2.670  0.171
H -3.064 1.969 2.754  0.173
H -2.556 2.634 1.140  0.196
H 2.921 2.597 0.873  0.477
H 3.131 3.602 1.971  0.465
O 3.575 3.187 1.212  -0.946



Record 5
Below is a 2-piece molecular cluster, C7H14O overall at a distorted geometry, with properties calculated with wB97M-V/def2-TZVPD.

The HOMO-LUMO gap (spin up / spin down) is 3.96 / 6.70 eV. The LUMO energy (spin up / spin down) comes out at 4.177 / 3.878 eV. Its net charge is -1. As for the spin multiplicity: 2.

Each line ends with the natural charge from an NBO analysis.
CARTESIAN COORDINATES (ANGSTROEM)
C 0.733 1.457 1.974  -0.626
C 1.021 0.214 0.939  -0.407
C 0.498 0.426 -0.450  -0.206
C -0.833 0.182 -0.689  -0.289
C -1.690 -0.430 0.347  -0.340
C -3.013 -0.280 0.097  -0.611
C 1.416 0.754 -1.538  -0.600
H -0.304 1.460 2.193  0.209
H 1.017 2.339 1.435  0.195
H 1.463 1.299 2.823  0.178
H 2.184 0.275 0.693  0.168
H 0.683 -0.687 1.371  0.179
H -1.385 0.583 -1.564  0.183
H -1.333 -0.785 1.277  0.181
H -3.816 -0.474 0.702  0.153
H -3.502 -0.235 -0.917  0.151
H 1.572 -0.192 -2.260  0.131
H 2.292 0.992 -1.178  0.183
H 1.033 1.425 -2.223  0.193
H 0.116 -3.338 -0.846  0.457
H 0.832 -2.026 -0.979  0.493
O 1.015 -2.961 -1.209  -0.973



Record 6
Below is C7H14O as an isolated structure at a distorted geometry, with properties calculated with wB97M-V/def2-TZVPD.

The HOMO-LUMO gap is 9.34 eV. The LUMO energy comes out at 0.990 eV.

Each line ends with the natural charge from an NBO analysis.
CARTESIAN COORDINATES (ANGSTROEM)
C 1.571 0.503 -0.321  0.338
C 0.431 0.323 1.246  -0.125
C 1.899 -0.726 -0.834  -0.563
C 1.267 1.679 -1.212  -0.676
O 1.741 0.823 1.018  -0.521
H -0.037 1.053 1.911  0.174
H 0.501 -0.655 1.723  0.171
H 0.486 1.426 -1.929  0.219
H 0.930 2.536 -0.634  0.227
H 0.198 -1.273 -0.914  0.261
H 2.067 -0.834 -1.896  0.220
H 2.350 -1.464 -0.187  0.221
H 2.159 1.964 -1.769  0.233
C -2.181 -0.309 1.354  -0.637
C -1.190 -0.118 0.233  -0.123
C -0.956 -1.261 -0.642  -0.691
H -1.325 0.828 -0.286  0.197
H -2.114 0.489 2.096  0.213
H -2.015 -1.257 1.870  0.209
H -3.201 -0.312 0.960  0.225
H -1.129 -2.231 -0.176  0.208
H -1.449 -1.185 -1.609  0.220



no.,electronic energy (Eh)
1,-404.610560
2,-1219.788018
3,-953.755765
4,-350.230406
5,-350.222031
6,-350.204468